81
Properties=species:S:1:pos:R:3:forces:R:3 method="wB97M-V/def2-TZVPD" multiplicity=4 molar_mass_g_mol=840.7 charge=+4 s2=4.01 orbital_gap_ev="4.882 / 4.625" lumo_energy_ha="-0.515 / -0.525" e_homo_ev="-18.900 / -18.898"
N -6.27415 4.56077 -4.53717 -0.129 0.290 0.428
C -6.15051 4.93618 -3.26096 0.296 -0.334 0.357
C -5.42257 4.17629 -2.33416 -0.474 0.915 0.253
C -4.73994 2.99969 -2.73535 0.596 -0.464 0.888
C -4.91563 2.61561 -4.09578 -0.207 0.359 -0.813
C -5.69268 3.43563 -4.94580 0.722 -1.071 0.476
C -3.77164 2.46153 -1.76587 -2.818 2.414 -1.293
Re -0.66674 0.44715 0.56142 -0.414 2.814 2.275
P 4.85502 -0.77378 0.40315 -0.522 -0.215 -0.480
C -2.72207 1.68970 -2.10393 3.181 -2.023 -1.149
C -1.38631 1.80418 -1.57189 -3.067 -1.213 0.824
C -0.25639 1.17188 -2.16670 0.673 -1.090 0.170
C 1.02471 1.14036 -1.56021 -0.332 -0.904 -1.718
C 1.03598 1.38417 -0.17808 -0.875 1.060 3.204
C 0.12397 2.43509 0.24512 0.308 0.737 0.905
C -1.18746 2.38104 -0.25348 0.363 1.773 -0.543
Br 2.16602 0.91505 1.97114 -2.130 0.606 -2.235
H -3.82664 2.87252 -0.78365 -0.124 0.617 0.562
H -2.91908 1.01077 -2.94148 0.648 0.439 -0.178
H -5.35039 4.57385 -1.31908 0.017 -0.322 -0.214
H -4.45378 1.73069 -4.52859 -0.107 0.111 0.179
H -6.64296 5.86868 -2.95400 0.222 -0.459 -0.194
H -5.85310 3.17250 -5.99733 0.163 0.002 0.440
H -0.46840 0.61269 -3.09459 0.699 0.763 0.204
H -1.93332 3.07711 0.15115 0.390 -0.343 -0.052
H 1.89931 0.89522 -2.15733 -0.139 -0.561 0.099
H 0.40945 3.22141 0.91605 0.176 -0.086 0.625
P -0.62238 -1.76357 0.03120 -0.581 -4.994 -1.309
C 4.78232 1.02525 0.64961 0.666 0.228 0.585
C 6.04327 1.72989 0.13750 0.327 -0.151 -0.224
H 4.64549 1.23288 1.72491 0.269 -0.131 -0.541
H 3.87846 1.34885 0.11841 0.384 0.029 0.032
H 6.00838 2.79496 0.36656 -0.124 -0.068 0.003
H 6.94407 1.32294 0.61200 -0.193 0.099 -0.133
H 6.13939 1.62280 -0.94613 0.104 0.018 0.092
C 4.15525 -1.19427 -1.21386 0.546 0.229 -0.260
C 5.11599 -2.20280 -1.88308 0.099 -0.202 -0.235
H 4.10389 -0.25989 -1.79605 0.098 -0.271 0.076
H 3.13856 -1.59038 -1.10154 0.377 0.010 0.139
H 4.85729 -2.34099 -2.93983 0.081 -0.001 0.282
H 6.14736 -1.83035 -1.82441 -0.245 -0.101 -0.189
H 5.10348 -3.18620 -1.39168 -0.101 0.294 -0.105
C 4.15399 -1.90473 1.63078 0.337 -0.086 0.193
C 5.07902 -2.06801 2.84409 0.111 0.036 0.206
H 3.92974 -2.86544 1.12784 0.230 0.475 0.116
H 3.21181 -1.42006 1.91511 0.061 -0.363 0.001
H 4.65675 -2.79091 3.54159 0.022 0.065 -0.013
H 6.08300 -2.40751 2.57458 -0.223 -0.066 -0.095
H 5.20364 -1.11694 3.36943 -0.072 -0.081 0.025
C -0.29415 -3.11305 1.29856 0.296 0.349 0.769
C -1.22638 -4.31913 1.52192 -0.435 0.096 -0.325
H -0.19325 -2.56475 2.24163 0.018 -0.158 0.075
H 0.71491 -3.49173 1.08182 -0.164 0.287 -0.118
H -2.18890 -4.01756 1.95436 0.181 -0.058 -0.166
H -1.41874 -4.90474 0.61246 0.081 0.252 0.167
H -0.75977 -5.00908 2.23922 -0.005 0.327 -0.185
C 0.52371 -2.33677 -1.33116 0.223 0.537 0.054
C 0.00512 -2.41894 -2.76238 -0.021 -0.066 -0.283
H 0.90310 -3.30929 -1.01295 -0.167 -0.006 0.006
H 1.37429 -1.65497 -1.27288 -0.050 -0.051 -0.113
H -0.81032 -3.14221 -2.86373 0.143 0.163 0.015
H -0.33038 -1.45581 -3.17042 0.039 -0.279 0.157
H 0.82206 -2.76765 -3.41182 -0.242 0.088 0.199
C -2.31733 -2.00839 -0.72526 0.616 0.224 0.205
C -3.45148 -1.36785 0.07046 0.017 -0.077 0.009
H -2.47367 -3.07966 -0.87495 0.001 0.076 -0.046
H -2.26263 -1.53433 -1.70992 0.155 -0.161 -0.007
H -4.22384 -1.02183 -0.61538 -0.117 -0.020 0.143
H -3.89804 -2.08996 0.75226 -0.020 0.234 0.192
H -3.11418 -0.48072 0.64326 -0.187 -0.102 0.076
Br -2.15851 -1.71946 6.21234 0.262 0.621 -0.663
C -1.66090 -0.21751 5.14241 -0.628 -0.717 -0.229
C -1.46552 1.01566 5.75148 0.185 0.492 -0.083
C -1.15052 2.13514 4.96204 0.385 -0.875 -0.318
C -0.91908 1.91144 3.59247 0.208 0.772 0.747
N -1.15607 0.73402 3.02557 0.059 -1.195 -2.443
C -1.59247 -0.31746 3.75172 -0.024 -0.039 0.215
H -1.55094 1.04361 6.84040 -0.006 0.374 -0.346
H -0.98570 3.11472 5.40759 -0.048 -0.230 -0.169
H -0.46946 2.65102 2.93094 -0.355 0.078 0.443
H -1.91051 -1.21428 3.20830 0.311 0.286 0.354

***

51
Properties=species:S:1:pos:R:3:forces:R:3 method="wB97M-V/def2-TZVPD" molar_mass_g_mol=346.4 charge=-1 orbital_gap_ev=9.361 lumo_energy_ha=0.093 e_homo_ev=-6.841
O 1.66557 0.98359 -0.09828 -0.770 -0.567 0.308
H 1.17908 0.13669 -0.07371 -0.077 1.452 0.003
C -4.05870 -4.07566 1.06222 0.268 0.634 -2.101
C -4.64138 -2.66373 1.17506 1.874 -0.018 1.463
C -3.65890 -1.68131 0.52668 0.543 1.111 0.046
O -2.42239 -1.53386 1.22305 0.600 -0.969 -0.086
C -1.34989 -1.03807 0.40749 -0.717 0.648 0.158
N -5.88258 -2.61844 0.47176 -1.503 -0.071 -0.068
H -3.77258 -3.94478 0.01862 0.247 -1.157 -0.452
H -4.80685 -4.86836 1.06209 0.125 0.022 0.534
H -3.11140 -4.28228 1.56025 -0.461 0.101 0.551
H -4.72130 -2.48460 2.24726 -0.172 0.768 0.207
H -4.04731 -0.66620 0.44432 -0.696 0.161 0.137
H -3.47299 -1.95974 -0.51063 0.012 -0.482 -0.182
H -1.23193 -1.56645 -0.53855 -0.145 -0.331 -0.014
H -0.39601 -1.04117 0.93494 -0.270 -0.488 0.438
H -1.52285 0.01572 0.18909 -0.147 0.168 -0.237
H -6.30095 -1.70021 0.42798 0.607 0.681 -0.292
H -6.56643 -3.03522 1.08719 -0.195 -0.811 -0.094
C 3.63164 -1.76646 0.04273 1.796 -0.976 -1.546
O 4.29374 -2.78977 -0.08464 -0.132 -0.573 0.281
N 2.35503 -1.71080 0.37290 -2.592 -1.384 1.370
N 4.08535 -0.56774 -0.29064 1.389 1.622 -0.173
H 1.92253 -0.80880 0.51231 0.401 -0.880 0.253
H 1.84560 -2.58142 0.32194 -0.026 0.378 0.371
H 4.91977 -0.51971 -0.85769 -0.261 0.129 0.370
H 3.39199 0.16505 -0.24193 0.381 0.534 -0.371
C 1.52422 0.45512 -3.34693 -2.198 -0.727 1.457
O 1.46105 0.32406 -4.50298 -0.222 -0.953 -6.307
N 2.38526 1.17923 -2.73710 3.816 2.896 1.842
N 0.62528 -0.04749 -2.49832 -1.612 -1.469 1.417
H 2.33240 1.14070 -1.72922 0.582 0.559 0.352
H 3.04725 1.72613 -3.26886 -0.156 -0.335 0.286
H -0.14632 -0.61744 -2.81437 0.419 0.287 0.065
H 0.78921 0.20193 -1.53343 -0.805 -0.210 -0.415
C 3.39848 2.79483 2.14270 1.380 0.140 1.909
O 4.04990 3.38448 2.94940 1.901 2.012 2.561
N 3.06182 3.24623 0.99705 -1.271 3.455 -5.662
N 2.98472 1.58417 2.24323 -1.885 -5.273 1.510
H 3.33871 4.17002 0.69697 -0.082 -0.322 0.242
H 2.56228 2.64865 0.35404 0.071 0.341 -0.067
H 2.33623 1.31520 1.51713 -0.090 -0.799 0.046
H 3.03958 1.00008 3.06537 0.250 0.607 -0.098
C -1.02501 3.24502 -0.43889 1.490 0.652 0.511
O -1.89702 4.07490 -0.55870 -1.682 0.442 0.318
N -0.07910 3.11020 -1.36415 0.732 0.665 -2.686
N -0.70208 2.51029 0.62645 -1.396 -0.713 1.993
H -0.14556 3.88381 -2.01007 0.480 -0.517 -0.337
H 0.76205 2.56273 -1.25077 -0.223 0.059 -0.035
H 0.17268 2.00696 0.58699 0.149 -0.214 0.371
H -1.20178 2.70404 1.48252 0.270 -0.285 -0.150

***

24
Properties=species:S:1:pos:R:3:forces:R:3 method="wB97M-V/def2-TZVPD" multiplicity=4 molar_mass_g_mol=233.5 charge=-1 s2=3.75 orbital_gap_ev="4.449 / 7.653" lumo_energy_ha="0.093 / 0.091" e_homo_ev="-1.921 / -5.188"
Ti -0.89980 2.37350 0.50140 0.078 1.553 -0.223
Cl 1.03919 4.08226 -0.17012 -0.352 -1.064 0.102
O -3.24116 3.03583 0.33449 0.427 -1.139 -0.626
C -3.05804 4.15636 1.17225 0.165 1.276 1.727
O -2.04703 4.81024 0.90178 0.532 -0.730 -0.599
O -3.86445 4.28124 2.09838 -0.584 -0.330 -0.350
H -3.97306 2.54408 0.72343 -0.044 -0.022 0.051
C -1.28999 -1.39288 -0.38853 -0.392 -0.036 -0.021
C 0.06468 -1.04937 0.16912 0.691 0.233 0.771
C 1.12651 -1.97769 -0.39952 -1.330 -0.712 -0.573
O 2.32946 -1.83051 0.28618 0.437 0.497 -0.081
C 3.44590 -2.37293 -0.38945 -0.251 0.166 -0.096
N 0.43008 0.37490 -0.02515 -0.277 -0.247 -0.747
H -2.07833 -0.72731 -0.03608 0.183 0.159 0.134
H -1.56548 -2.40227 -0.07668 0.010 -0.058 -0.179
H -1.30254 -1.32312 -1.48058 0.069 -0.122 -0.001
H 0.10727 -1.22972 1.24830 -0.324 0.107 0.018
H 1.14123 -1.83237 -1.49415 0.707 0.326 0.094
H 0.74726 -3.01127 -0.30155 0.170 0.001 0.185
H 3.80109 -1.71483 -1.19130 -0.220 -0.018 -0.092
H 3.15720 -3.34014 -0.81284 0.370 -0.120 0.030
H 4.26201 -2.45452 0.32441 -0.086 -0.243 0.093
H 0.21933 0.59670 -1.00352 0.059 0.061 0.020
H 1.44866 0.40382 0.00975 -0.039 0.460 0.365

***

34
Properties=species:S:1:pos:R:3:forces:R:3 method="wB97M-V/def2-TZVPD" molar_mass_g_mol=209.3 charge=0 orbital_gap_ev=9.242 lumo_energy_ha=0.030 e_homo_ev=-8.429
C -0.57505 -0.72607 1.78359 -0.490 1.497 1.087
C -1.74307 0.36589 1.59201 1.212 -0.214 -2.241
N -1.06951 1.49004 0.85569 0.234 2.780 2.564
C -1.23682 2.16324 -0.44245 -1.931 -1.017 -1.564
C -0.42119 2.47293 1.70794 0.857 -2.022 1.212
C -0.25474 2.26338 3.27962 0.258 0.123 -2.533
O 0.17552 3.43377 1.29753 -0.144 0.936 -0.999
H -0.89992 -1.15365 2.79980 1.843 0.472 -0.982
H 0.43230 -0.14920 1.51443 -1.919 -1.357 1.741
H -0.51879 -1.57703 1.11854 -0.716 -0.022 -0.583
H -2.48281 -0.02289 0.86693 -0.049 0.150 0.792
H -2.19608 0.70860 2.57529 0.417 -0.561 -1.472
H -1.58587 1.57222 -1.36473 1.437 -0.170 1.645
H -2.06260 2.88863 -0.53278 0.268 0.388 1.081
H -0.27325 2.64764 -0.50155 -0.304 0.151 -1.134
H 0.77796 2.59736 3.54421 -0.588 -1.053 -0.454
H -0.81048 3.10691 3.66283 -0.961 -0.444 0.640
H -0.54359 1.22336 3.44342 0.244 0.605 1.294
C -0.27700 -4.10887 -1.07809 2.673 -0.007 2.764
C 0.36776 -2.80144 -1.44966 -0.325 -0.762 -2.165
C 1.64149 -2.53971 -0.98168 -0.060 1.346 1.036
C 2.05094 -1.18088 -0.88458 -1.523 -1.420 -1.181
C 1.17171 -0.27217 -1.38169 -1.593 3.504 -0.896
O 1.30189 1.10502 -1.17635 0.980 -0.078 -0.073
C -0.01144 -0.48217 -2.12979 0.706 -4.593 -0.254
C -0.34978 -1.85470 -2.24152 0.513 1.115 0.567
H -0.71811 -3.73367 -0.14480 -0.686 -0.830 0.026
H 0.54464 -4.81342 -0.68119 -1.269 0.753 -0.840
H -0.98416 -4.64678 -1.64424 -0.725 -0.139 -1.083
H 2.22361 -3.30847 -0.47309 -0.163 0.063 -0.276
H 2.96211 -0.79380 -0.53253 1.101 -0.038 0.749
H 2.20576 1.41798 -1.29110 0.088 -0.177 0.168
H -0.56116 0.14422 -2.80412 0.338 1.005 0.396
H -1.12804 -2.16036 -2.96918 0.275 0.016 0.969